Record 1
# C17H37CdFN4O9

C17H37CdFN4O9 as an isolated structure (ωB97M-V/def2-TZVPD, the Open Molecules 2025 dataset).

Atoms and positions in Å:
Cd: -0.22177 -0.43622 0.45891
C: 0.24929 -1.63742 -2.80241
O: -0.00264 -1.27932 -1.45841
H: -0.02686 -2.67228 -3.00470
H: -0.16682 -0.98266 -3.56806
H: 1.32926 -1.74458 -2.90376
C: -2.33301 -2.45024 2.12471
O: -1.85476 -1.47339 1.21489
H: -2.15891 -2.20185 3.17166
H: -3.41336 -2.58168 2.06401
H: -1.86140 -3.40968 1.91221
C: 1.86574 2.03289 -2.02709
C: 2.21957 1.62704 -0.60354
O: 1.46393 0.86778 -0.02359
N: 3.24950 2.18882 -0.06129
C: 3.69802 1.98703 1.32497
H: 1.70537 1.10531 -2.57658
H: 2.52572 2.79812 -2.43570
H: 0.87605 2.48228 -2.10877
H: 3.86794 2.73811 -0.64087
H: 2.83693 1.92719 1.99059
H: 4.41963 2.76020 1.58877
H: 4.27972 1.07878 1.48244
C: -1.98406 3.37473 -0.99681
C: -1.62082 1.93036 -1.28729
O: -1.30596 1.11307 -0.38074
N: -1.55574 1.49420 -2.57387
C: -1.68098 2.21184 -3.84948
H: -1.69402 3.98796 -1.84999
H: -1.33762 3.71296 -0.18698
H: -3.03736 3.56924 -0.79477
H: -1.25032 0.53743 -2.68074
H: -1.93954 1.46174 -4.59689
H: -0.71953 2.69619 -4.02009
H: -2.49255 2.93515 -3.77023
C: 0.25908 0.44354 4.43393
C: 0.08961 1.31617 3.28484
O: -0.19560 0.80164 2.21356
N: 0.31544 2.61097 3.48882
C: 0.15611 3.60631 2.44356
H: 0.28314 0.89219 5.42703
H: 1.04422 -0.30348 4.31716
H: -0.64532 -0.16367 4.47181
H: 0.75483 2.90334 4.34996
H: 1.06476 3.70206 1.84919
H: 0.04387 4.52550 3.01852
H: -0.75199 3.34861 1.89853
C: 3.58474 -1.79198 2.21780
C: 2.32763 -2.18701 1.51643
O: 1.37871 -1.41589 1.37729
N: 2.37742 -3.47188 1.22342
C: 1.45479 -4.12800 0.38278
H: 4.00113 -2.52719 2.90642
H: 3.18478 -0.97687 2.82089
H: 4.33373 -1.37964 1.54173
H: 3.14920 -3.97527 1.63701
H: 1.39336 -3.60659 -0.57246
H: 0.47981 -4.11457 0.86995
H: 1.64353 -5.17989 0.16829
C: -3.44195 -1.18967 -1.84819
C: -3.36596 -2.69162 -1.66253
O: -3.24500 -3.24127 -2.92478
C: -3.25825 -2.30867 -3.82155
O: -3.15733 -2.51073 -5.03095
O: -3.28625 -1.07544 -3.24842
F: -4.53007 -3.09295 -1.12478
H: -2.55965 -0.86096 -1.29901
H: -4.29626 -0.68908 -1.39247
H: -2.51491 -3.01713 -1.06432

Summary:
2S+1: 1
Frontier orbital gap: 6.69 eV
LUMO: 0.115 eV

***

Record 2
# C45H80O45

A 17-piece molecular cluster, C45H80O45 overall (ωB97M-V/def2-TZVPD, the Open Molecules 2025 dataset).

Atoms and positions in Å:
C: -2.38008 -27.91473 5.93414
C: -2.97962 -27.02021 4.88182
O: -3.89970 -27.95994 4.20853
C: -3.60488 -29.23010 4.49493
O: -4.12379 -30.18320 3.96724
O: -2.63759 -29.31660 5.44566
H: -2.79944 -27.85852 6.95223
H: -1.27727 -27.86218 5.97708
H: -2.23900 -26.69445 4.14025
H: -3.61562 -26.25102 5.21966
C: -9.94592 -27.34920 1.31492
C: -9.68778 -28.06762 -0.02160
O: -10.26029 -27.17370 -1.07992
C: -10.53966 -26.00318 -0.46068
O: -10.98606 -25.05351 -1.06016
O: -10.34970 -26.04641 0.87192
H: -9.03893 -27.19083 1.83377
H: -10.63400 -27.87716 1.94485
H: -10.20534 -28.96565 -0.25806
H: -8.60887 -28.16695 -0.14156
C: -5.36926 -21.08330 -2.45236
C: -4.16716 -20.67196 -3.32805
O: -4.01310 -21.84570 -4.17218
C: -4.98989 -22.71629 -3.85784
O: -5.19317 -23.66244 -4.57845
O: -5.67891 -22.40072 -2.74283
H: -6.22207 -20.44209 -2.63479
H: -5.06399 -20.99365 -1.39635
H: -3.21823 -20.45558 -2.78582
H: -4.44950 -19.83178 -4.02707
C: -5.42461 -22.83283 -7.94500
C: -4.71378 -23.25634 -9.19583
O: -3.36422 -23.02234 -8.90478
C: -3.29905 -22.05072 -8.04670
O: -2.30169 -21.51527 -7.61241
O: -4.52834 -21.80461 -7.45834
H: -5.38366 -23.70666 -7.31109
H: -6.38454 -22.39967 -8.15586
H: -4.99519 -22.59605 -10.04197
H: -4.84368 -24.30742 -9.45605
C: -2.16580 -24.94102 -4.38682
C: -1.89649 -24.04610 -5.49982
O: -3.04719 -24.32510 -6.39774
C: -3.68585 -25.40621 -5.97073
O: -4.73782 -25.82650 -6.42319
O: -3.12857 -25.91293 -4.83254
H: -2.59983 -24.40170 -3.55896
H: -1.21821 -25.41897 -4.11977
H: -1.04565 -24.16782 -6.07951
H: -2.00274 -22.98174 -5.23039
C: -4.85978 -29.27479 -4.61628
C: -5.92649 -30.32031 -4.76335
O: -7.05118 -29.87074 -3.97625
C: -6.55891 -28.86090 -3.18517
O: -7.09228 -28.40314 -2.19880
O: -5.30314 -28.47041 -3.55561
H: -4.85634 -28.66445 -5.53130
H: -3.88116 -29.63996 -4.34698
H: -5.51896 -31.20287 -4.19898
H: -6.22611 -30.56192 -5.78493
C: -7.08174 -31.20353 1.10302
C: -6.20727 -30.02228 1.46473
O: -5.36428 -29.95158 0.28217
C: -5.77689 -30.81493 -0.68269
O: -5.17628 -30.97046 -1.67318
O: -6.86820 -31.47693 -0.28655
H: -8.11052 -30.99905 1.14028
H: -6.79561 -32.10131 1.60727
H: -5.64400 -30.21200 2.36339
H: -6.73046 -29.07124 1.50792
C: -9.75773 -23.02946 4.85936
C: -9.70917 -23.79242 3.53741
O: -10.23484 -25.06012 3.89821
C: -10.63203 -25.07062 5.18421
O: -11.02736 -26.07187 5.71119
O: -10.45389 -23.87694 5.77061
H: -10.26502 -22.08914 4.82413
H: -8.73039 -22.84166 5.24501
H: -8.66462 -23.87514 3.13671
H: -10.33105 -23.34065 2.76961
C: -2.76212 -28.32800 0.48635
C: -3.01888 -28.05252 -1.01407
O: -2.20146 -26.81166 -1.12976
C: -1.87050 -26.32461 0.07997
O: -1.37300 -25.20267 0.30853
O: -2.44427 -27.01418 1.01101
H: -1.87204 -28.87088 0.68397
H: -3.60227 -28.77752 1.02152
H: -4.00720 -27.82102 -1.25911
H: -2.74188 -28.84098 -1.70992
C: -5.58677 -25.50027 -1.03662
C: -7.08856 -25.22288 -1.11949
O: -7.51752 -25.38737 0.24955
C: -6.66745 -26.18711 0.83300
O: -6.93202 -26.75553 1.84314
O: -5.50567 -26.34087 0.14699
H: -4.99306 -24.60331 -0.82076
H: -5.26052 -26.02620 -2.00241
H: -7.59215 -25.86704 -1.81711
H: -7.33307 -24.18243 -1.36331
C: -10.14791 -22.50659 -2.90627
C: -10.91259 -22.07047 -1.60465
O: -9.89786 -21.69038 -0.75412
C: -8.74628 -22.00519 -1.25195
O: -7.66660 -21.94817 -0.73712
O: -8.80275 -22.49029 -2.50734
H: -10.25887 -21.79967 -3.75298
H: -10.43361 -23.48384 -3.15832
H: -11.36403 -22.92791 -1.12555
H: -11.63226 -21.32296 -1.81503
C: -6.08226 -19.83838 2.33824
C: -6.88155 -21.08310 2.48940
O: -6.51559 -22.16083 1.64664
O: -4.84205 -19.70522 2.97071
H: -6.80521 -19.11566 2.70517
H: -5.98169 -19.54582 1.23831
H: -7.90244 -20.83808 2.20737
H: -6.88560 -21.38025 3.51749
H: -6.99553 -22.16778 0.81472
H: -4.53957 -20.65918 3.02808
C: -2.97838 -23.35066 1.89277
C: -1.62377 -22.68784 1.92475
O: -1.31029 -21.61547 1.11995
O: -4.08999 -22.62576 2.41667
H: -2.81288 -24.37693 2.41456
H: -3.14157 -23.61365 0.86319
H: -0.95266 -23.49535 1.67283
H: -1.41516 -22.46928 3.00979
H: -1.79367 -20.84857 1.41276
H: -4.91978 -22.59022 1.85577
C: -9.28657 -26.56012 -4.12166
C: -8.19547 -26.31859 -5.19005
O: -6.87214 -26.79268 -4.86729
O: -10.54441 -26.28923 -4.83566
H: -9.23972 -25.82133 -3.34396
H: -9.35517 -27.54481 -3.67721
H: -8.20883 -25.25283 -5.45726
H: -8.52979 -26.86314 -6.03211
H: -6.27846 -26.20137 -5.29863
H: -11.26002 -26.68015 -4.38097
C: -8.18038 -27.92315 4.56914
C: -8.30764 -29.32546 5.08802
O: -7.54064 -30.14749 4.24296
O: -6.74475 -27.61608 4.57752
H: -8.77422 -27.24479 5.21827
H: -8.57675 -27.88065 3.58790
H: -9.32276 -29.69054 5.06747
H: -7.89079 -29.46915 6.10038
H: -6.71708 -29.69948 4.06601
H: -6.47514 -27.04059 3.90828
C: -12.11873 -22.07032 -7.52413
C: -11.29193 -23.28438 -7.12744
O: -11.65065 -23.54862 -5.73418
O: -13.54125 -22.30809 -7.45599
H: -11.95833 -21.55100 -8.44743
H: -11.80622 -21.38718 -6.71617
H: -10.21769 -23.01735 -7.21794
H: -11.50286 -24.11044 -7.78105
H: -11.26547 -24.43788 -5.58038
H: -13.69433 -23.02558 -6.82220
C: -0.27486 -21.18117 -2.66733
C: 0.96486 -20.31220 -2.71308
O: 1.50784 -20.22623 -1.40724
O: -1.21987 -20.55938 -1.87062
H: -0.14778 -22.17930 -2.29909
H: -0.74582 -21.31300 -3.62373
H: 0.51897 -19.28874 -2.97025
H: 1.73077 -20.57279 -3.44548
H: 1.80272 -21.13522 -1.19886
H: -1.29774 -20.92271 -0.99710

Summary:
2S+1: 1
Relative energy (zero: lowest compared OMol25 entry of this formula, charge and spin): 57.07 kcal/mol
Frontier orbital gap: 10.03 eV
LUMO: 0.209 eV

***

Record 3
# C3H3NO2

A 2-piece molecular cluster, C3H3NO2 overall (ωB97M-V/def2-TZVPD, the Open Molecules 2025 dataset).

Atoms and positions in Å:
N: 2.51010 -0.76806 0.00462
C: 1.47336 -0.26634 -0.13189
C: 0.21920 0.37850 -0.32599
O: 0.21233 1.48710 -1.15344
C: -0.97263 0.05229 0.18472
O: -2.12142 0.09833 0.40885
H: -0.70139 1.80141 -1.19405
H: -0.24908 -1.16220 1.42687
H: -0.38455 -1.61502 0.84183

Summary:
2S+1: 1
Relative energy (zero: lowest compared OMol25 entry of this formula, charge and spin): 97.50 kcal/mol
Frontier orbital gap: 9.00 eV
LUMO: -0.212 eV
SMILES string: N#CC(O)=C=O.[H][H]

***

Record 4
# C8H9AuN2O5S

C8H9AuN2O5S as an isolated structure (ωB97M-V/def2-TZVPD, the Open Molecules 2025 dataset).

Atoms and positions in Å:
O: 2.04772 4.57161 -2.41575
C: 1.61744 3.62787 -1.91773
Au: 0.02892 0.09342 -0.01871
O: -0.12608 3.37820 0.78415
C: -0.09975 2.26930 0.53305
C: 0.61357 -1.59087 -1.19390
O: 0.52495 -2.73864 -1.35614
C: 2.01193 -0.05630 1.02006
O: 3.04373 -0.13827 1.48841
C: -1.70699 0.37005 -1.41023
O: -2.51676 0.48650 -2.20028
H: 0.93644 0.50183 -1.36060
C: -3.18083 -4.08452 0.88321
N: -2.65530 -2.73283 1.09697
C: -1.47506 -2.33115 1.58304
S: -1.29680 -0.65309 1.99135
N: -0.43573 -3.12140 1.87599
C: -0.37884 -4.58497 1.84084
H: -2.43003 -4.85340 1.08807
H: -3.51891 -4.15238 -0.15876
H: -4.06703 -4.23378 1.51772
H: -3.33079 -1.95788 1.02736
H: 0.27810 -2.64418 2.43858
H: -0.45292 -4.94172 0.80225
H: 0.62034 -4.85111 2.19848
H: -1.11245 -5.04448 2.52493

Summary:
2S+1: 3
Relative energy (zero: lowest compared OMol25 entry of this formula, charge and spin): 7.05 kcal/mol
Frontier orbital gap (spin up / spin down): 7.31 / 5.79 eV
LUMO (spin up / spin down): -8.187 / -11.046 eV
Net charge: +2
<S²>: 2.0140

***

It is found that the max |F| values, taken in the order of the records, are 5.03 4.39 1.20 6.89 eV Å⁻¹.
It is found that the M values, taken in the order of the records, are 572.91 1341.09 85.06 442.20 g mol⁻¹.